(1)
ORCA calculation (wB97M-V/def2-TZVPD) on a structure of composition C39H36AsBrIrN3O4.

Output
ΔE to the lowest compared entry with this formula, charge and spin = 3.646 eV
LUMO level (spin up / spin down) = -10.835 / -10.953 eV
charge = +3
HOMO energy (spin up / spin down) = -14.39 / -14.39 eV
expectation value of S² = 0.779
multiplicity = 2
orbital gap (spin up / spin down) = 3.6 / 3.4 eV

Last column: Mulliken charge in e.
Positions of all 85 atoms, in Å:
1 Ir -0.70469 0.11619 0.65820  2.95
2 C 1.65235 0.83044 -1.65536  -1.10
3 O 0.45001 0.07874 -1.55591  0.08
4 C 0.58300 -1.28060 -1.96348  -0.62
5 C -0.81574 -1.89825 -2.08475  -0.72
6 O -1.60391 -1.69692 -0.91384  -0.45
7 C -1.91780 -2.85413 -0.13986  -0.64
8 C -2.81622 -2.40288 1.01514  -0.51
9 O -2.19826 -1.41138 1.83287  -0.52
10 C -1.85931 -1.83931 3.15334  -0.97
11 H 1.97071 0.88768 -2.69804  0.30
12 H 2.45427 0.38119 -1.06294  0.28
13 H 1.43242 1.83229 -1.28448  0.34
14 H 1.19996 -1.82188 -1.23542  0.14
15 H 1.07401 -1.32986 -2.94238  0.56
16 H -0.71567 -2.96217 -2.31723  0.67
17 H -1.34589 -1.39808 -2.90283  0.15
18 H -1.00595 -3.33127 0.23961  0.12
19 H -2.47361 -3.57847 -0.74600  0.56
20 H -3.09263 -3.26746 1.62167  0.68
21 H -3.71980 -1.94541 0.59700  0.08
22 H -2.76783 -2.03849 3.72940  0.33
23 H -1.31898 -1.01771 3.62233  0.24
24 H -1.23745 -2.73693 3.14117  0.40
25 Br 9.62435 -2.85291 -1.24121  0.02
26 C 8.61033 -2.14618 0.19243  0.14
27 C 7.72988 -1.08288 -0.03675  -0.65
28 C 6.96659 -0.58399 0.98729  -0.04
29 C 7.06824 -1.15041 2.28559  0.28
30 C 7.99746 -2.19488 2.51202  -0.25
31 C 8.74462 -2.69399 1.47235  -0.51
32 N 6.37195 -0.66629 3.31275  -0.44
33 N 5.45173 0.07726 3.55387  -0.05
34 C 4.18897 0.29744 3.23532  0.39
35 C 3.61504 1.51946 3.65964  -0.59
36 C 2.35166 1.89269 3.29499  -1.05
37 C 1.54085 1.06386 2.47542  0.82
38 O 0.39763 1.42059 2.06939  -0.69
39 C 2.06283 -0.25285 2.13983  -0.05
40 N 1.23056 -1.07760 1.47419  0.26
41 C 1.60782 -2.32030 1.25191  -0.25
42 C 2.83436 -2.83420 1.67631  -1.47
43 C 3.71196 -1.99747 2.32801  -0.49
44 C 3.35495 -0.65975 2.54478  0.62
45 H 7.65424 -0.66485 -1.02679  0.46
46 H 6.32152 0.27010 0.83347  0.53
47 H 8.09774 -2.60351 3.50635  0.51
48 H 9.43630 -3.50747 1.63639  0.47
49 H 4.23432 2.17544 4.25359  0.54
50 H 1.93350 2.83472 3.61208  0.55
51 H 0.90729 -2.97205 0.74695  0.31
52 H 3.07477 -3.87124 1.50630  0.51
53 H 4.64663 -2.37790 2.70430  0.71
54 C -3.74469 5.53976 0.71750  -0.56
55 C -3.59371 5.34448 -0.64995  -0.78
56 C -3.15704 4.12576 -1.14249  -0.37
57 C -2.87404 3.09789 -0.24841  0.79
58 C -2.99528 3.30074 1.12833  -0.32
59 C -3.45310 4.51372 1.60691  -0.84
60 As -2.41842 1.27217 -0.79430  0.93
61 C -2.44215 1.25609 -2.73888  0.03
62 C -1.49271 1.74398 -3.61406  -0.67
63 C -1.67511 1.59868 -4.98841  -0.89
64 C -2.79217 0.93470 -5.48528  -0.82
65 C -3.75665 0.45464 -4.62365  -0.65
66 C -3.61114 0.63366 -3.24325  0.74
67 C -4.59397 0.27732 -2.24551  0.70
68 C -5.87534 -0.22228 -2.50734  -0.86
69 C -6.74156 -0.47641 -1.46424  -0.86
70 C -6.36096 -0.22207 -0.15097  -0.68
71 C -5.10044 0.30342 0.12539  -0.67
72 C -4.21689 0.53386 -0.90691  0.11
73 H -4.06820 6.50014 1.08873  0.42
74 H -3.81024 6.14773 -1.33601  0.43
75 H -3.05188 3.96936 -2.21223  0.38
76 H -2.72157 2.49966 1.81377  0.26
77 H -3.56029 4.67172 2.66879  0.43
78 H -0.61266 2.24722 -3.23853  0.54
79 H -0.94758 2.00137 -5.67472  0.48
80 H -2.91529 0.81093 -6.54939  0.46
81 H -4.63065 -0.03911 -5.01638  0.46
82 H -6.19818 -0.37974 -3.52444  0.44
83 H -7.72593 -0.86651 -1.66716  0.44
84 H -7.03707 -0.44839 0.65791  0.47
85 H -4.81618 0.51936 1.14619  0.50

(2)
ORCA calculation (wB97M-V/def2-TZVPD) on a structure of composition C39H36BrCl2CsF3GeN5O4S.

Output
ΔE to the lowest compared entry with this formula, charge and spin = 1.629 eV
LUMO level = 3.429 eV
charge = -2
HOMO energy = -1.93 eV
orbital gap = 5.4 eV

Last column: Mulliken charge in e.
Positions of all 93 atoms, in Å:
1 Cs -0.11100 -0.07690 -0.06126  2.67
2 Cl -5.59590 -1.83027 4.47975  -0.29
3 C -4.61467 -0.80366 3.45041  0.11
4 C -3.24486 -1.02478 3.40670  -0.99
5 C -2.39314 -0.27543 2.59593  -0.15
6 N -1.05513 -0.62290 2.38190  0.68
7 C -0.35340 -1.35886 3.23579  -0.21
8 O -0.54821 -1.65222 4.42880  -0.77
9 C 0.80029 -2.09094 2.51933  0.52
10 C 0.82988 -3.48119 2.61213  -0.96
11 C 1.72654 -4.18698 1.83138  -0.33
12 C 2.58910 -3.49475 0.99468  -0.72
13 C 2.52758 -2.11214 0.99588  0.23
14 N 1.65474 -1.41684 1.73744  -0.06
15 C -2.97019 0.79556 1.82182  -0.05
16 C -4.34268 1.00507 1.91973  -0.36
17 C -5.17008 0.21048 2.70162  -0.08
18 Cl -6.88601 0.55650 2.74105  -0.28
19 N -2.15743 1.68952 1.11859  -0.05
20 C -2.46803 2.15947 -0.07737  -0.09
21 O -2.05238 3.23326 -0.57099  -0.74
22 C -3.33273 1.33332 -1.04286  0.64
23 C -4.23292 1.97726 -1.88789  -0.84
24 C -5.03885 1.21367 -2.71006  -0.41
25 C -4.90016 -0.16810 -2.69110  -0.55
26 C -3.93800 -0.71558 -1.85949  -0.55
27 N -3.16693 0.00983 -1.05285  0.15
28 H -2.81893 -1.80636 4.01887  0.54
29 H 0.13143 -3.96781 3.27930  0.43
30 H 1.73945 -5.27124 1.85867  0.39
31 H 3.28466 -3.99212 0.33146  0.42
32 H 3.17316 -1.53546 0.34007  -0.08
33 H -4.78543 1.83753 1.38636  0.53
34 H -4.26849 3.05772 -1.87166  0.48
35 H -5.76759 1.68730 -3.35793  0.41
36 H -5.51204 -0.81085 -3.31077  0.40
37 H -3.77173 -1.78844 -1.84665  0.39
38 F 3.71958 -4.35258 -5.57118  -0.34
39 C 3.73675 -3.32932 -4.66812  0.64
40 F 4.85054 -3.52650 -3.94250  -0.23
41 F 3.92620 -2.22243 -5.40182  -0.23
42 C 2.47879 -3.30076 -3.83990  -0.17
43 C 1.52657 -4.27059 -4.08576  -0.21
44 C 0.35210 -4.29938 -3.34819  -0.99
45 C 0.21627 -3.31706 -2.37810  -0.16
46 N 1.11267 -2.37945 -2.12650  0.10
47 C 2.27063 -2.31734 -2.83198  -0.23
48 S 3.40832 -1.06776 -2.44912  -0.47
49 H 1.70768 -5.00650 -4.85793  0.44
50 H -0.41656 -5.04197 -3.50922  0.41
51 H -0.67605 -3.28655 -1.75431  0.47
52 Br 0.63693 8.00966 -3.50076  -0.26
53 C 0.20853 6.15348 -3.49837  -0.19
54 C -0.41763 5.59490 -4.59660  -0.31
55 C -0.73186 4.24124 -4.57597  -0.86
56 C -0.41466 3.46235 -3.47632  -0.62
57 C 0.22116 4.04627 -2.38825  0.31
58 C 0.53152 5.39614 -2.38463  0.09
59 C 0.56908 3.17722 -1.22730  0.43
60 O 0.99001 3.80234 -0.15654  -0.62
61 O 0.53826 1.96218 -1.29311  -0.85
62 H -0.65811 6.20692 -5.45556  0.38
63 H -1.22981 3.79190 -5.42578  0.39
64 H -0.65696 2.40993 -3.43827  0.51
65 H 1.00637 5.83703 -1.52038  0.55
66 C 4.15859 6.59326 1.45657  -1.51
67 C 3.53076 5.29881 1.94795  0.48
68 C 2.03998 5.43492 2.21496  -0.59
69 C 1.36144 4.13973 2.65626  -1.16
70 Ge 1.29503 2.70949 1.33698  0.38
71 C 2.97392 1.82550 0.99028  -0.16
72 C 3.63208 2.15664 -0.35322  0.05
73 C 5.04119 1.58396 -0.45832  -0.52
74 C 5.66865 1.83530 -1.81926  -1.36
75 H 5.23692 6.49394 1.31438  0.39
76 H 3.99532 7.41286 2.16234  0.37
77 H 3.73066 6.90178 0.49963  0.31
78 H 4.03647 4.96160 2.86060  0.36
79 H 3.71410 4.51119 1.21060  -0.38
80 H 1.54962 5.82126 1.31719  -0.02
81 H 1.89525 6.20486 2.98462  0.54
82 H 0.32108 4.32558 2.93358  0.39
83 H 1.84720 3.75256 3.55980  0.50
84 H 0.04190 1.83990 1.55320  -0.99
85 H 2.82087 0.74534 1.04696  -0.22
86 H 3.63678 2.09417 1.82140  0.59
87 H 3.66848 3.23895 -0.53018  0.37
88 H 3.03000 1.73610 -1.16157  0.15
89 H 4.99255 0.50773 -0.26614  0.18
90 H 5.66536 2.00786 0.33976  0.46
91 H 5.09488 1.34010 -2.60448  0.26
92 H 6.69317 1.46139 -1.87795  0.36
93 H 5.68916 2.90642 -2.04687  0.36

(3)
ORCA calculation (wB97M-V/def2-TZVPD) on a structure of composition C39H36CaClN3Si2.

Output
LUMO level (spin up / spin down) = -0.357 / -0.356 eV
HOMO energy (spin up / spin down) = -4.28 / -4.27 eV
orbital gap (spin up / spin down) = 3.9 / 3.9 eV

Last column: Mulliken charge in e.
Positions of all 82 atoms, in Å:
1 C -1.79182 -0.36388 4.18346  -0.40
2 C -2.31084 0.09573 2.93975  -0.82
3 C -2.25106 -0.98816 2.01870  -0.63
4 H -2.75956 1.07209 2.74965  0.47
5 C -1.68499 -2.10477 2.68267  -0.34
6 C -1.40680 -1.72203 4.02049  -0.78
7 H -1.03563 -2.36956 4.81158  0.44
8 H -1.76902 0.20789 5.11347  0.44
9 H -2.64835 -0.99746 1.00635  0.48
10 H -1.56665 -3.10480 2.26293  0.48
11 Ca 0.27854 -0.34492 2.53196  3.27
12 Si 1.03742 0.61301 -0.91101  -0.26
13 C -0.18543 2.04688 -0.98796  0.46
14 C 0.22578 3.25067 -1.57229  -0.28
15 H 1.26501 3.34015 -1.90250  0.31
16 C -0.69228 4.28013 -1.76793  -0.53
17 H -0.36328 5.19408 -2.27226  0.41
18 C -2.02111 4.13478 -1.34291  -0.64
19 H -2.73311 4.95121 -1.49287  0.37
20 C -2.44124 2.93873 -0.72096  -0.83
21 H -3.47789 2.81699 -0.37584  0.44
22 C -1.51841 1.89557 -0.55573  0.18
23 H -1.85601 0.95084 -0.08829  0.14
24 C -0.02420 -1.16094 -1.35367  2.11
25 C -1.35388 -1.16619 -1.87661  -0.73
26 H -1.81944 -0.25781 -2.27815  -0.09
27 C -2.09391 -2.36010 -1.87930  -0.91
28 H -3.07362 -2.36843 -2.36373  0.36
29 C -1.61563 -3.50701 -1.24735  -0.79
30 H -2.22678 -4.42215 -1.21812  0.35
31 C -0.37285 -3.48153 -0.60135  -0.88
32 H -0.02654 -4.36568 -0.05080  0.39
33 C 0.42780 -2.33626 -0.65178  -0.41
34 H 1.42417 -2.34163 -0.18699  0.67
35 H 0.57493 0.15451 0.45016  -0.98
36 Si 0.46855 -0.20408 -3.18877  0.01
37 C 0.79652 -1.62048 -4.34341  0.55
38 C 0.12419 -1.67883 -5.58309  -0.78
39 H -0.15567 -0.75409 -6.10261  0.31
40 C -0.28380 -2.92242 -6.06875  -0.44
41 H -0.90768 -2.97237 -6.95999  0.39
42 C 0.04679 -4.09160 -5.37806  -0.60
43 H -0.33154 -5.05755 -5.71796  0.36
44 C 0.87275 -4.02440 -4.25478  -0.22
45 H 1.14787 -4.92748 -3.71312  0.36
46 C 1.32175 -2.79872 -3.77326  -0.70
47 H 1.97726 -2.73906 -2.89937  0.42
48 C 0.10948 1.29738 -4.35079  0.55
49 C -1.26154 1.55633 -4.50814  0.08
50 H -2.00622 0.86838 -4.09241  0.28
51 C -1.71479 2.70233 -5.17665  -0.74
52 H -2.78724 2.88211 -5.24739  0.36
53 C -0.83234 3.61266 -5.76028  -0.55
54 H -1.19890 4.50577 -6.29427  0.36
55 C 0.53923 3.33618 -5.64721  -0.44
56 H 1.24152 4.02551 -6.11506  0.36
57 C 1.01295 2.20310 -4.95971  -0.62
58 H 2.09362 2.04239 -4.90356  0.40
59 H 1.82672 0.62927 -2.11555  -0.26
60 Cl 2.93479 0.83691 0.04502  -0.47
61 N 2.13419 0.38758 5.75125  0.00
62 C 2.24620 -0.91726 5.28220  0.34
63 C 2.82804 -1.88615 6.11682  -0.66
64 C 2.91698 -3.19593 5.67456  -0.44
65 C 2.43413 -3.51485 4.39830  -0.85
66 C 1.89314 -2.50646 3.60066  0.08
67 N 1.81334 -1.22349 4.04828  -0.23
68 C 1.49476 1.50819 5.23108  0.42
69 C 1.55566 2.68160 6.01177  -0.79
70 C 0.88677 3.81823 5.55564  -0.40
71 C 0.19258 3.74642 4.33745  -0.85
72 C 0.19713 2.55746 3.61891  -0.25
73 N 0.83684 1.43228 4.05590  0.01
74 H 2.56019 0.52277 6.66568  0.15
75 H 3.18504 -1.54605 7.08807  0.37
76 H 3.36602 -3.96424 6.30503  0.41
77 H 2.47081 -4.52396 4.00824  0.45
78 H 1.51670 -2.71502 2.58532  0.20
79 H 2.11018 2.64128 6.95302  0.37
80 H 0.90383 4.73447 6.13959  0.41
81 H -0.36262 4.60587 3.95053  0.43
82 H -0.32751 2.47010 2.65816  0.34